# 1
Entry from the Open Molecules 2025 dataset: C4H5NO as an isolated structure (ωB97M-V/def2-TZVPD).

CARTESIAN COORDINATES (ANGSTROEM)
H 2.4927 0.8119 0.3215
N 0.9770 0.6279 1.6196
C -0.9079 0.1347 -0.0891
C -0.4066 -0.6234 -1.3141
H -0.2770 -1.0058 1.6714
H -1.1798 -0.9705 -2.0264
H -1.9416 -0.1771 0.1234
H -0.8806 1.2057 -0.3427
C 1.4084 0.9538 0.4355
O 0.7609 -0.8593 -1.5113
C -0.0460 -0.0980 1.1096

Kohn-Sham gap (alpha / beta)   8.719 / 8.719 eV
E_HOMO (alpha / beta)   -8.26 / -8.26 eV
Energy above the lowest of the compared OMol25 structures with the same formula, charge and spin   4.803 eV


# 2
Entry from the Open Molecules 2025 dataset: C47H35Co2NO5PS as an isolated structure in a non-equilibrium geometry (ωB97M-V/def2-TZVPD).

CARTESIAN COORDINATES (ANGSTROEM)
C -1.8582 0.8097 0.0242
C -2.0932 1.4208 1.2374
C -9.1799 1.3293 9.3836
H -7.4849 -2.3763 3.9545
H -10.5359 3.0000 9.5942
C -4.2087 -4.4020 1.6081
C -1.3922 -0.9064 4.1142
H -3.9273 -3.2869 9.0821
H -5.8004 -4.4536 7.9191
H -2.3344 2.4774 1.2312
C -8.4284 0.8311 7.1286
H -5.2651 -4.5896 -0.2688
H -0.6870 2.3130 -3.6290
S -1.6150 -0.9263 -0.2398
N -1.6098 1.5064 -1.1367
H -3.7073 -5.3695 1.5208
C -5.6263 -0.3906 1.7022
C -9.1817 1.9190 6.6535
H -2.6583 -0.9623 2.3483
Co -7.2098 2.8494 2.4803
C -1.9515 -0.3827 2.9523
H -0.0033 0.6703 -5.3884
H -10.4542 -0.5348 6.4969
H 0.0742 -0.6369 5.6831
C -4.6538 -2.7164 8.5009
C -4.6032 -2.3576 2.8419
C -5.4737 2.8619 2.2528
C -5.5201 -2.6346 0.5915
C -6.4887 -1.2593 6.9672
C -8.8441 -1.3882 5.3278
H -0.6255 3.2681 -0.4850
C -1.4964 2.9514 -1.0788
C -10.7073 -3.3368 4.5608
C -4.8307 0.5348 4.9701
C -8.4425 0.5350 8.5008
H -1.7052 -1.8991 4.4560
H -11.4236 -4.1183 4.2956
C -0.7489 1.2396 -3.4573
H 0.7961 1.6186 4.8755
H -9.1646 1.0998 10.4488
C -5.6946 -3.3721 7.8396
C -0.3212 0.3165 -4.4126
H -3.7456 -0.8032 8.9365
C -7.8233 2.8333 0.8207
C -0.2775 -1.0540 -4.1262
H -12.0870 -2.2883 5.8585
C -11.0782 -2.3205 5.4466
C -7.2432 4.5970 2.7722
C -6.3952 0.1110 2.7047
C -6.6136 -2.6501 7.0736
C -4.5500 -1.3258 8.4231
H -8.5451 0.4866 2.8332
C -3.9837 -3.6040 2.7382
C -1.2221 0.7436 -2.2392
C -9.9348 2.6960 7.5381
C -0.6779 -1.5340 -2.8711
C -9.9370 2.4017 8.9045
H -0.6022 -2.5859 -2.5958
O -8.1885 2.8036 -0.2804
H -0.2909 2.6109 2.8502
H -9.1299 -4.1185 3.3047
H -3.3622 -3.9704 3.5648
H -6.1773 -2.2667 -0.2071
C -10.1587 -1.3360 5.8176
C -0.6239 1.6363 3.2456
H 0.0869 -1.7526 -4.8759
O -3.7943 0.3807 5.4897
C -1.5794 0.8930 2.4886
H -4.6049 -1.8173 3.7980
O -4.3317 3.0331 2.1970
C -0.3902 -0.2017 4.8020
Co -6.4220 0.8689 4.3760
O -7.2453 5.7395 2.9215
H -9.2046 2.1446 5.5834
H -10.5241 3.5293 7.1552
C -5.2517 -1.7982 1.7116
C -5.0196 -3.9291 0.5622
C -0.0032 1.0718 4.3628
H -2.3968 3.3907 -0.6401
O -6.5979 3.4408 5.7157
C -5.4835 -0.5994 7.6879
C -9.4184 -3.3466 4.0166
C -1.1762 -0.6256 -1.9343
H -5.4427 0.4899 7.7011
C -7.5344 0.8971 2.9415
H -1.3869 3.3346 -2.0904
P -7.5478 -0.2183 5.8882
H -7.8834 -0.3179 8.8832
H -7.4282 -3.1681 6.5719
C -6.5984 2.5356 4.9865
H -5.5589 0.1961 0.7794
C -8.4893 -2.3718 4.3867

Net charge   +1
Kohn-Sham gap   3.584 eV
E_HOMO   -8.85 eV
Energy above the lowest of the compared OMol25 structures with the same formula, charge and spin   0.274 eV


# 3
Entry from the Open Molecules 2025 dataset: a 2-piece molecular cluster, C3H7ClO overall in a non-equilibrium geometry (ωB97M-V/def2-TZVPD).

CARTESIAN COORDINATES (ANGSTROEM)
H 1.3551 1.0053 -1.2204
H 0.5983 -1.7358 -0.3045
C 0.4111 -0.5814 0.2313
H -1.5556 0.8482 0.7965
H 1.5591 1.2338 0.5578
C 1.4201 0.3834 -0.1684
H 0.4104 -0.9667 1.1839
C -1.0287 0.1993 -0.0195
H -3.3284 -0.1536 0.6933
H -0.7356 0.6973 -0.9764
Cl 3.0809 -0.3544 -0.2130
O -2.1867 -0.5754 -0.5604

Kohn-Sham gap   8.258 eV
E_HOMO   -10.08 eV
Energy above the lowest of the compared OMol25 structures with the same formula, charge and spin   6.075 eV


# 4
Entry from the Open Molecules 2025 dataset: a 6-piece molecular cluster, CH15NO5 overall in a non-equilibrium geometry (ωB97M-V/def2-TZVPD).

CARTESIAN COORDINATES (ANGSTROEM)
H 1.9975 1.5046 -0.1738
H -0.3821 0.3731 0.8206
H 0.6165 1.4180 5.6522
H 2.0872 1.2302 -1.5954
H -2.6927 -2.9287 -1.3550
H -0.8563 1.9395 -1.3276
H -0.2215 -1.9731 -2.6354
H -0.2660 1.3020 2.0724
O 0.3424 -1.2152 0.6185
H -0.1655 -1.7819 0.0089
O -0.5828 1.9455 -2.2525
H 1.1177 -1.0783 0.0454
H -1.3099 2.2648 -2.7974
N -0.9482 -1.8269 -1.9487
H -1.5271 -1.0443 -2.2123
C -1.6740 -3.1069 -1.7837
O -0.5036 1.2892 1.1443
H 1.0538 1.8562 4.3039
O 2.6792 1.3003 -0.8395
H -1.1504 -3.7223 -1.0698
O 0.5709 1.1371 4.7278
H -1.9604 -3.5264 -2.7564

Kohn-Sham gap   10.491 eV
SMILES   CN.O.O.O.O.O
E_HOMO   -9.92 eV
Energy above the lowest of the compared OMol25 structures with the same formula, charge and spin   1.005 eV